DFT (wB97M-V/def2-TZVPD) results for the molecule C4H5O6P at a distorted geometry.

Structure (XYZ):
```
16
Properties=species:S:1:pos:R:3:nbo_charge:R:1
O 1.0148 -2.8381 -0.2381 -0.6550
C 0.6196 -1.5383 -0.1402 0.6424
C -0.6561 -1.2413 0.1082 -0.4713
C -1.1940 0.0516 0.3001 0.1419
O -2.5922 -0.0251 0.6708 -0.7133
C -0.7931 1.2583 -0.0608 0.4887
O -1.4216 2.4040 -0.1391 -0.6735
O 0.5927 1.4546 -0.5806 -0.8132
P 1.5826 0.8322 0.5927 1.5988
O 3.0004 1.2190 0.0128 -1.0172
O 1.6730 -0.7131 -0.0838 -0.7742
H 0.2213 -3.3437 -0.1538 0.4823
H -1.3789 -2.0474 0.3712 0.2424
H -3.1256 0.8131 0.5472 0.4957
H -0.9018 3.0650 -0.4629 0.5039
H 3.3591 0.6494 -0.7437 0.5217
```

Computed properties:
- SMILES string: Oc1cc(O)c(O)op(O)o1
- Highest occupied orbital energy: -7.7 eV
- E_LUMO: 0.0239 hartree

---

DFT (wB97M-V/def2-TZVPD) results for a structure of composition C46H37GeN4ReS at a distorted geometry.

Structure (XYZ):
```
90
Properties=species:S:1:pos:R:3:mulliken_spin:R:1
Re -0.1524 0.0156 -0.1229 1.0077
C -1.0595 3.1811 4.6276 0.0738
C -0.3491 2.0168 4.3632 -0.0277
C -0.1018 1.6252 3.0656 0.0683
C -0.5694 2.3946 1.9924 -0.0859
C -1.2632 3.5850 2.2702 0.0898
C -1.5041 3.9649 3.5722 -0.0363
N -0.3135 2.0105 0.6932 0.2587
N -0.4001 2.9909 -0.1798 0.4096
C -0.0693 2.6565 -1.4395 0.0105
C -0.1616 3.6534 -2.4257 0.1166
C 0.1637 3.3707 -3.7282 -0.0792
C 0.6282 2.1005 -4.0502 0.1696
C 0.7334 1.1152 -3.0733 -0.1050
C 0.3664 1.3241 -1.7510 0.1188
H -1.2450 3.4892 5.6476 0.0076
H 0.0277 1.4197 5.1835 -0.0019
H 0.4905 0.7493 2.8428 0.0076
H -1.5846 4.1929 1.4386 0.0192
H -2.0398 4.8856 3.7711 -0.0015
H -0.4991 4.6304 -2.1152 0.0026
H 0.0712 4.1291 -4.4960 -0.0039
H 0.9137 1.8726 -5.0696 0.0120
H 1.1323 0.1529 -3.3716 -0.0066
C 1.5840 -0.3895 0.5755 0.6930
Ge 2.7972 -1.8938 0.6628 -0.0174
C 3.3114 -2.3173 -1.2087 0.0271
C 3.1310 -1.3227 -2.1590 0.0117
C 3.4735 -1.5428 -3.4800 -0.0041
C 3.9735 -2.7745 -3.8696 0.0006
C 4.1625 -3.7704 -2.9269 0.0012
C 3.8587 -3.5312 -1.5980 -0.0025
C 4.5539 -1.6614 1.5727 -0.0077
C 5.4093 -0.6493 1.1598 0.0018
C 6.6810 -0.5364 1.6901 0.0049
C 7.1126 -1.4328 2.6540 0.0008
C 6.2690 -2.4456 3.0758 0.0004
C 5.0051 -2.5613 2.5269 0.0036
C 2.0228 -3.4981 1.5724 0.0250
C 1.8004 -3.4580 2.9439 -0.0047
C 1.2838 -4.5466 3.6192 -0.0032
C 0.9661 -5.6984 2.9225 0.0054
C 1.1548 -5.7452 1.5527 -0.0038
C 1.6783 -4.6528 0.8853 0.0015
H 2.7029 -0.3822 -1.8345 0.0185
H 3.3528 -0.7531 -4.2089 0.0014
H 4.2191 -2.9568 -4.9069 0.0001
H 4.5564 -4.7328 -3.2270 -0.0006
H 4.0517 -4.2911 -0.8510 0.0007
H 5.0660 0.0505 0.4109 0.0040
H 7.3450 0.2485 1.3543 0.0001
H 8.1064 -1.3488 3.0733 -0.0001
H 6.5966 -3.1497 3.8304 0.0000
H 4.3552 -3.3665 2.8401 0.0004
H 2.0558 -2.5557 3.4834 0.0012
H 1.1476 -4.5061 4.6906 0.0000
H 0.5731 -6.5549 3.4499 0.0006
H 0.8943 -6.6400 1.0052 0.0003
H 1.8292 -4.6919 -0.1845 0.0039
S -1.0433 -3.6132 -2.9525 0.0083
C -1.0684 -4.0350 -1.2698 -0.0150
C -0.7062 -2.9758 -0.5088 0.0089
N -0.4151 -1.8347 -1.1902 -0.0142
C -0.5351 -2.0278 -2.4953 0.0652
H -1.3353 -5.0261 -0.9644 -0.0006
H -0.6353 -2.9943 0.5665 0.0049
H -0.3536 -1.2763 -3.2349 -0.0059
C -4.7956 -1.5017 -1.9059 0.0049
C -4.6516 -2.3052 -0.7841 0.0072
C -3.7209 -2.0024 0.1811 0.0220
C -2.8930 -0.8697 0.0559 0.0394
C -3.0436 -0.0749 -1.0933 -0.0148
C -3.9758 -0.3948 -2.0568 0.0168
N -1.8883 -0.6149 0.9512 0.0611
C -2.0953 -0.9232 2.2688 -0.0304
C -1.0338 -1.3468 3.0820 -0.0002
C -1.2274 -1.5947 4.4228 -0.0076
C -2.4818 -1.4487 4.9952 0.0123
C -3.5435 -1.0348 4.2050 -0.0055
C -3.3599 -0.7754 2.8652 0.0131
H -5.5383 -1.7407 -2.6536 0.0004
H -5.2726 -3.1832 -0.6607 0.0000
H -3.5887 -2.6564 1.0341 -0.0013
H -2.4401 0.8202 -1.2206 0.0021
H -4.0751 0.2365 -2.9301 0.0002
H -0.0601 -1.4767 2.6245 0.0398
H -0.3883 -1.9054 5.0308 -0.0009
H -2.6318 -1.6532 6.0463 0.0012
H -4.5260 -0.9033 4.6424 -0.0004
H -4.1930 -0.4413 2.2584 0.0004
```

Computed properties:
- Total charge: -1
- Multiplicity: 4
- Highest occupied orbital energy (alpha / beta): -2.7 / -4.4 eV
- E_LUMO (alpha / beta): 0.0785 / 0.0782 hartree
- Expectation value of S²: 3.79

---

DFT (wB97M-V/def2-TZVPD) results for a cluster of 8 separate species, C25H51Br3Cl2N7O19P in total at a distorted geometry.

Structure (XYZ):
```
108
Properties=species:S:1:pos:R:3:mulliken_charge:R:1
C 5.1975 3.2435 0.6502 -1.3533
C 4.0571 2.9774 -0.3461 -0.4026
C 3.8032 1.4807 -0.5685 0.8566
C 3.9111 1.0719 -2.0294 -1.6036
C 2.4977 1.0189 0.1312 -0.1427
O 1.9165 -0.0937 -0.5331 -0.4506
C 0.7067 -0.5213 0.0522 0.4108
C 0.7338 -2.0627 -0.0134 -1.1806
O 0.6361 -2.6257 1.2817 -0.2773
C -0.6027 -3.2436 1.5656 -0.6812
C -0.6064 -0.0207 -0.5967 -0.8272
O -0.8355 1.2799 -0.0310 -0.4140
C -1.9049 2.0430 -0.5373 0.3068
C -1.9955 3.3103 0.3498 -1.0743
C -1.5661 4.5573 -0.4052 -0.2402
O -1.6038 5.7025 0.4319 -0.5596
P -3.5129 1.1161 -0.5157 0.2250
O -3.7930 1.1233 1.1087 -0.4358
Br -4.9344 2.6278 -1.3892 -0.2490
C -0.7115 -0.0307 -2.0912 0.0837
Br 0.1232 1.3599 -3.0979 -0.1332
C -1.4431 -0.9337 -2.7361 0.8005
C -2.2271 -2.0444 -2.1094 -1.0023
Br -1.6169 -0.9034 -4.6349 -0.2262
C 2.7956 0.7697 1.5968 -0.2492
Cl 2.3607 2.1229 2.6110 -0.1721
C 3.3420 -0.3147 2.1281 1.0918
C 3.7589 -1.5037 1.3363 -0.9651
Cl 3.5897 -0.4135 3.8391 -0.2333
H 5.0336 4.1561 1.2187 0.3518
H 6.1505 3.3487 0.1389 0.3824
H 5.2975 2.4318 1.3659 0.2820
H 3.1654 3.4875 0.0112 0.2820
H 4.3473 3.4467 -1.2813 0.1683
H 4.6079 0.9626 -0.0485 0.2970
H 3.4302 1.8015 -2.6623 0.0421
H 3.5684 0.0705 -2.2310 0.2893
H 4.9649 1.1076 -2.3016 0.5053
H 1.7835 1.8416 0.0936 0.5545
H 0.6193 -0.2359 1.1006 0.6520
H -0.0354 -2.4329 -0.6827 -0.0736
H 1.6904 -2.3453 -0.4404 0.4134
H -0.4312 -3.9304 2.3896 0.2196
H -1.3290 -2.5021 1.9108 0.2299
H -1.0098 -3.8107 0.7303 0.3045
H -1.3560 -0.7006 -0.1921 0.3704
H -1.7323 2.4041 -1.5514 0.4212
H -1.3683 3.1385 1.2227 0.4954
H -3.0128 3.4391 0.7163 0.3343
H -0.5485 4.3933 -0.7577 0.2384
H -2.2554 4.6901 -1.2377 0.3123
H -1.9017 5.4211 1.3032 0.3309
H -4.7006 0.8104 1.2397 0.2894
H -2.7977 -1.6923 -1.2568 0.1654
H -2.9534 -2.4036 -2.8282 0.3783
H -1.6116 -2.8973 -1.8445 0.2861
H 3.9250 -1.2680 0.2967 -0.2008
H 2.9818 -2.2608 1.4325 0.1896
H 4.6405 -1.9304 1.8078 0.6112
C 0.2671 -3.6502 5.7145 -0.6131
N -0.8332 -4.6328 5.8970 0.9681
O -1.0745 -5.3893 4.9730 -0.5438
O -1.4171 -4.6239 6.9577 -0.5732
H 0.6869 -3.7843 4.7278 0.1853
H -0.1555 -2.6561 5.8291 0.3001
H 1.0087 -3.8460 6.4802 0.2902
C 6.5782 -3.3877 -1.3512 -0.7579
N 6.3181 -1.9434 -1.6005 0.8121
O 7.2699 -1.1943 -1.6461 -0.5536
O 5.1580 -1.6133 -1.7390 -0.3660
H 7.6469 -3.5305 -1.2475 0.3050
H 6.0527 -3.6583 -0.4402 0.2667
H 6.1858 -3.9389 -2.2000 0.2971
C -7.7330 4.5502 -0.4831 -0.6923
N -8.5060 5.5841 0.2620 0.9087
O -8.6581 5.4327 1.4542 -0.5077
O -8.9349 6.5162 -0.3884 -0.5546
H -7.4158 3.7864 0.2169 0.2306
H -8.3940 4.1415 -1.2415 0.2941
H -6.8806 5.0449 -0.9375 0.3087
C -5.2363 2.2697 4.5837 -0.7421
N -6.1513 2.4411 3.4218 0.9103
O -6.1444 3.5072 2.8494 -0.4959
O -6.8401 1.4851 3.1203 -0.5393
H -4.6905 3.1940 4.7271 0.3051
H -5.8495 2.0342 5.4478 0.3059
H -4.5664 1.4479 4.3500 0.2623
C -4.4889 -3.8101 -6.7611 -0.7417
N -3.4678 -4.0607 -5.7077 0.8618
O -2.3654 -4.4172 -6.0608 -0.4999
O -3.8180 -3.8863 -4.5585 -0.4965
H -4.0381 -4.0048 -7.7264 0.3019
H -5.3219 -4.4797 -6.5719 0.2852
H -4.7979 -2.7732 -6.6713 0.2878
C 3.2699 4.8476 -6.2421 -0.7804
N 3.1858 4.3172 -4.8532 0.8477
O 2.1563 3.7653 -4.5215 -0.4910
O 4.1578 4.4788 -4.1476 -0.4969
H 2.3365 4.6327 -6.7475 0.3139
H 3.4438 5.9165 -6.1700 0.2908
H 4.1054 4.3532 -6.7277 0.2971
C 2.1012 -7.3989 4.9250 -0.7013
N 2.7578 -6.2102 4.3154 0.8855
O 3.3523 -6.3599 3.2720 -0.5249
O 2.6425 -5.1571 4.9132 -0.5060
H 2.2843 -8.2546 4.2870 0.2988
H 2.5355 -7.5398 5.9100 0.2908
H 1.0391 -7.1790 4.9972 0.2420
```

Computed properties:
- SMILES string: CC[C@H](C)[C@@H](O[C@H](COC)[C@@H](O[C@H](CCO)P(O)Br)/C(Br)=C(\C)Br)/C(Cl)=C(\C)Cl.C[N+](=O)[O-].C[N+](=O)[O-].C[N+](=O)[O-].C[N+](=O)[O-].C[N+](=O)[O-].C[N+](=O)[O-].C[N+](=O)[O-]
- Highest occupied orbital energy: -8.7 eV
- E_LUMO: -0.0002 hartree